Computed, not measured: a cluster of 10 separate species, C17H57N13O10 in total in a non-equilibrium geometry, with ωB97M-V/def2-TZVPD.

Each line ends with the Löwdin charge.
Geometry (Å):
C: -2.77543 5.60257 -2.45629  -0.13
O: -2.35341 4.29052 -2.20693  -0.22
C: -2.55809 3.38206 -3.28598  -0.22
C: -2.26218 1.97097 -2.79035  -0.40
C: -2.28122 1.02067 -3.96430  -0.07
N: -3.32309 1.67224 -1.73372  0.06
H: -2.34833 6.23551 -1.68063  0.08
H: -3.86875 5.66652 -2.52166  0.09
H: -2.39177 6.00743 -3.40655  0.09
H: -3.55244 3.50051 -3.74135  0.13
H: -1.82807 3.71308 -4.04363  0.13
H: -1.32193 2.00484 -2.24128  0.12
H: -2.09309 -0.01348 -3.68156  0.06
H: -1.56837 1.28988 -4.74381  0.08
H: -3.28100 1.01639 -4.41185  0.08
H: -2.76743 1.94412 -0.92565  0.03
H: -4.04535 2.38074 -1.81739  0.05
C: 5.86843 2.18403 -1.21608  -0.14
O: 4.99652 1.12405 -0.97857  -0.24
C: 5.26836 -0.01407 -1.81039  -0.17
C: 4.22561 -1.04405 -1.47023  -0.43
C: 4.31833 -2.38570 -2.16112  -0.06
N: 2.89626 -0.49617 -1.74508  0.05
H: 5.59544 3.09779 -0.67629  0.09
H: 5.79111 2.55952 -2.25013  0.09
H: 6.92129 1.96334 -1.01029  0.09
H: 5.13230 0.36381 -2.83475  0.13
H: 6.31577 -0.29863 -1.66786  0.13
H: 4.36461 -1.24956 -0.39616  0.15
H: 4.19603 -2.41465 -3.25058  0.06
H: 3.52225 -3.07105 -1.85944  0.09
H: 5.25266 -2.91644 -1.95326  0.08
H: 2.69542 0.24292 -1.06956  0.06
H: 2.18122 -1.17185 -1.47303  0.08
C: 1.62672 -3.28018 6.12175  -0.10
O: 0.58900 -2.47085 5.61310  -0.20
C: 0.75183 -2.04591 4.28008  -0.22
C: -0.45219 -1.17377 3.89059  -0.37
C: -1.70829 -2.03182 3.99860  -0.05
N: -0.23163 -0.85504 2.43709  0.05
H: 2.55069 -2.70079 5.97805  0.09
H: 1.74439 -4.19808 5.52858  0.09
H: 1.41764 -3.51767 7.15858  0.08
H: 1.70265 -1.52395 4.08607  0.13
H: 0.79351 -2.92816 3.62770  0.11
H: -0.43253 -0.31472 4.56937  0.14
H: -1.81328 -2.37548 5.03085  0.08
H: -1.72928 -2.82188 3.25179  0.08
H: -2.59962 -1.40134 3.90361  0.06
H: 0.43078 -0.08056 2.57227  0.07
H: -1.12546 -0.57828 2.03827  0.03
N: -0.54441 4.21866 0.80023  0.17
C: -0.70972 2.84874 0.81741  -0.57
N: -1.65792 2.40381 1.73511  0.17
O: 0.02444 2.09950 0.12776  -0.04
H: 0.21453 4.58361 0.26179  0.11
H: -1.23045 4.76707 1.27337  0.09
H: -2.24633 3.12934 2.09854  0.08
H: -2.01078 1.42796 1.68402  0.06
N: 4.42173 1.39050 2.39064  0.14
C: 3.08654 1.74645 2.11658  -0.60
N: 2.82409 1.93545 0.75813  0.16
O: 2.23703 1.55576 2.98604  0.00
H: 5.10558 1.48985 1.66888  0.06
H: 4.63530 0.99403 3.28341  0.09
H: 3.57176 2.19597 0.15542  0.05
H: 1.85828 1.79781 0.47190  0.05
N: 2.16293 -1.85492 -5.13708  0.14
C: 0.87267 -1.88798 -4.62561  -0.65
N: 0.64477 -0.99151 -3.60412  0.14
O: -0.03639 -2.58997 -5.05828  0.00
H: 2.77377 -1.19686 -4.68956  0.07
H: 2.33066 -2.19490 -6.06244  0.09
H: -0.15277 -1.22054 -3.04819  0.05
H: 1.36668 -0.43036 -3.18098  0.05
N: -4.78668 1.12253 2.16374  0.17
C: -4.19655 -0.08192 1.83513  -0.61
N: -4.99226 -1.15638 2.14238  0.17
O: -3.00842 -0.16367 1.54166  -0.02
H: -5.77946 1.19128 2.23038  0.09
H: -4.16369 1.90422 2.20404  0.08
H: -5.92130 -1.05576 2.50521  0.10
H: -4.75556 -2.13113 2.03507  0.06
N: -3.37854 -3.38829 -1.29738  0.16
C: -3.09159 -4.04364 -0.12309  -0.64
N: -4.00454 -3.75702 0.91151  0.12
O: -2.17027 -4.82268 0.02703  0.04
H: -3.84046 -2.49918 -1.35731  0.09
H: -2.72437 -3.60064 -2.03775  0.11
H: -4.81495 -3.36275 0.46912  0.08
H: -3.94927 -4.37307 1.70037  0.11
O: 0.82045 -3.13739 1.15184  -0.12
H: 0.03987 -3.65625 0.89797  0.01
H: 0.45252 -2.25311 1.44950  -0.01
O: -0.50315 -0.42842 -1.11495  -0.06
H: -0.01697 0.28682 -0.69010  0.00
H: -1.19336 -0.67041 -0.47799  0.04

Summary:
Kohn-Sham gap (eV): 9.0
Largest force on an atom (eV/A): 2.87
HOMO (eV): -8.862
SMILES: COC[C@H](C)N.COC[C@H](C)N.COC[C@H](C)N.NC(N)=O.NC(N)=O.NC(N)=O.NC(N)=O.NC(N)=O.O.O
Molar mass (g mol⁻¹): 603.7
LUMO level (eV): 0.10



Computed, not measured: a cluster of 2 separate species, C5H10N2O in total in a non-equilibrium geometry, with ωB97M-V/def2-TZVPD.

Each line ends with the natural charge from an NBO analysis.
Geometry (Å):
C: -3.33272 0.88608 -0.24171  -0.66
C: -1.92054 0.50734 -0.35217  0.07
C: -1.24531 -0.72366 -0.12949  -0.09
N: 0.01816 -0.54460 -0.44731  -0.52
C: 0.28334 0.74520 -0.89175  0.12
N: -0.88692 1.38875 -0.84680  -0.46
H: -3.91505 0.76013 -1.17719  0.22
H: -3.68145 1.81690 0.18602  0.24
H: -3.70013 0.33871 0.64971  0.23
H: -1.63626 -1.76364 -0.04745  0.22
H: 0.83434 -1.13050 -0.33296  0.42
H: 1.25854 1.11291 -1.17757  0.21
C: 2.89482 -0.27708 0.83167  -0.24
O: 3.14118 -1.45227 0.32048  -0.72
H: 3.55111 0.37781 1.56999  0.18
H: 1.96430 -0.20929 1.40349  0.15
H: 2.58054 0.21227 -0.10135  0.17
H: 3.79204 -2.04506 0.78439  0.48

Summary:
Kohn-Sham gap (eV): 8.9
Largest force on an atom (eV/A): 6.70
HOMO (eV): -8.293
SMILES: Cc1c[nH]cn1.CO
Molar mass (g mol⁻¹): 114.1
LUMO level (eV): 0.56



Number 1: electronic energy -58403.319 eV. Number 2: electronic energy -10372.486 eV.